ORCA calculation (wB97M-V/def2-TZVPD) on a 2-piece molecular cluster, CHBrCl2S overall in a non-equilibrium geometry.

Each atom is followed by the atoms it is bonded to, with distances in Å.
Cartesian coordinates (Å):
1 Br 2.202 -0.968 -0.002  H6 1.482
2 Cl -0.739 1.934 -1.103  C5 1.734
3 Cl -0.918 1.387 1.690  C5 1.710
4 S -1.528 -0.779 -0.093  C5 1.611
5 C -0.990 0.726 0.115  Cl2 1.734, Cl3 1.710, S4 1.611
6 H 1.974 -2.301 -0.607  Br1 1.482

As for the multiplicity: 3. For the energy above the lowest of the compared OMol25 structures with the same formula, charge and spin, the calculation gives 3.2 kcal per mole. As for the orbital gap (alpha / beta): 7.7381 / 7.0813 eV. Its net charge is 0.